1.
{
  "formula": "C9H10N2O3",
  "method": "ωB97M-V/def2-TZVPD",
  "smiles": "O/N=C\\c1ncccc1C1OCCO1",
  "homo_lumo_gap_ev": 9.197,
  "mol_weight_g_mol": 194.190,
  "charge": 0,
  "e_homo_ev": -8.894,
  "elements": ["O", "O", "O", "N", "N", "C", "C", "C", "C", "C", "C", "C", "C", "C", "H", "H", "H", "H", "H", "H", "H", "H", "H", "H"],
  "positions_angstrom": [[-1.21064, -1.24280, 0.40102], [3.57163, -1.84566, 0.17686], [-2.10251, 0.60119, -0.45520], [2.40402, -2.43734, -0.10399], [2.63745, 0.47470, 0.05145], [-3.23568, -0.12647, -0.10275], [1.45814, -1.69058, -0.43188], [2.66012, 1.80017, 0.22495], [1.48213, -0.17274, -0.23603], [0.20272, 1.88898, 0.03966], [-0.98899, -0.25612, -0.53762], [0.29001, 0.49566, -0.20715], [-2.58522, -1.25016, 0.71522], [1.41712, 2.53616, 0.15729], [0.51251, -2.15461, -0.78503], [-2.69155, -0.90334, 1.78476], [3.39324, -0.81807, 0.23470], [-3.81754, -0.67263, -0.87798], [3.67480, 2.22098, 0.28011], [1.48746, 3.65337, 0.28212], [-0.78932, 2.28125, 0.00909], [-2.94498, -2.23381, 0.55581], [-0.91907, -0.68904, -1.56120], [-3.90586, 0.54093, 0.38579]],
  "lowdin_charge": [-0.06, -0.08, -0.06, -0.02, 0.07, -0.15, -0.10, -0.07, -0.15, 0.02, -0.35, -0.07, -0.13, -0.04, 0.12, 0.14, 0.04, 0.13, 0.12, 0.12, 0.11, 0.11, 0.17, 0.12]
}



2.
{
  "formula": "C5H7NS2",
  "method": "ωB97M-V/def2-TZVPD",
  "smiles": "C/C(=C/N)C(=S)C=S",
  "homo_lumo_gap_ev": 7.282,
  "mol_weight_g_mol": 145.252,
  "charge": 0,
  "e_homo_ev": -8.355,
  "elements": ["S", "S", "N", "C", "C", "C", "C", "C", "H", "H", "H", "H", "H", "H", "H"],
  "positions_angstrom": [[0.90601, -2.62258, -0.13635], [-2.65321, -1.47469, 0.55790], [-1.41873, 1.49623, -0.41023], [1.97664, 0.17350, 0.58239], [0.53079, 0.08364, 0.14153], [0.01266, -1.22529, -0.16414], [-1.38813, -1.56592, -0.48413], [-0.14847, 1.26328, -0.01251], [-2.11184, 0.71874, -0.45094], [2.25432, 1.16685, 0.73692], [0.43461, 2.17404, 0.17541], [-1.49909, -1.95557, -1.48151], [-1.74914, 2.42586, -0.43140], [2.70002, -0.23898, -0.13118], [2.15355, -0.41913, 1.50823]],
  "lowdin_charge": [0.75, 0.68, 0.11, -0.11, -0.32, -0.79, -0.72, -0.11, 0.05, 0.04, 0.13, 0.05, 0.09, 0.07, 0.09]
}



3.
{
  "formula": "C4H7NOS",
  "method": "ωB97M-V/def2-TZVPD",
  "homo_lumo_gap_ev": 9.116,
  "mol_weight_g_mol": 117.173,
  "charge": 0,
  "e_homo_ev": -9.036,
  "elements": ["S", "O", "N", "C", "C", "C", "C", "H", "H", "H", "H", "H", "H", "H"],
  "positions_angstrom": [[1.09163, 1.31008, 2.62750], [2.30990, -0.37755, -0.01504], [1.07641, 0.34454, 0.01674], [-1.03395, 0.50976, 0.78793], [-0.75414, -0.47055, -1.60545], [-0.15746, -0.48664, -0.20262], [0.49153, 0.89434, 1.20166], [-1.79869, -0.01513, 1.39235], [-0.39948, -1.28827, -2.28148], [-1.38156, 1.33818, 0.15843], [2.64683, -0.32484, 1.05823], [-2.09814, -0.56974, -1.48258], [-0.05793, 0.61557, -1.90932], [0.06506, -1.47973, 0.25365]],
  "lowdin_charge": [0.70, -0.07, -0.18, -0.06, -0.09, -0.39, -0.81, 0.11, 0.05, 0.09, 0.17, 0.17, 0.17, 0.15]
}



4.
{
  "formula": "C4H14N2O2",
  "method": "ωB97M-V/def2-TZVPD",
  "smiles": "C[C@H](CO)NCN.O",
  "homo_lumo_gap_ev": 9.544,
  "mol_weight_g_mol": 122.168,
  "charge": 0,
  "e_homo_ev": -8.755,
  "elements": ["O", "O", "N", "N", "C", "C", "C", "C", "H", "H", "H", "H", "H", "H", "H", "H", "H", "H", "H", "H", "H", "H"],
  "positions_angstrom": [[2.12090, 0.57173, -0.07204], [1.82673, 0.96071, 3.13129], [-1.68523, -0.98279, -3.05644], [-1.24419, 0.00088, -0.80591], [-0.63468, -0.41863, 1.56869], [-0.14660, -0.15479, 0.17805], [-1.39903, -1.22698, -1.56439], [0.80748, 1.09132, 0.07937], [0.41862, -1.07810, -0.08780], [0.10455, -0.54029, 2.41006], [-1.14602, -1.45223, 1.64266], [2.16478, -0.04465, -0.85784], [-1.04145, -0.41986, -3.52714], [-2.62795, -0.56925, -3.14551], [-2.09689, 0.35910, -0.47406], [2.35315, 0.72477, 2.29116], [-2.23138, -1.73543, -1.18443], [-1.40263, 0.40428, 1.94257], [0.78940, 1.57399, 0.98658], [0.43190, 1.76099, -0.67917], [1.88920, 1.81154, 3.33733], [-0.44333, -1.92642, -1.66228]],
  "lowdin_charge": [-0.09, -0.03, -0.01, -0.03, -0.09, -0.40, -0.27, -0.21, 0.12, 0.07, 0.09, 0.12, 0.02, 0.06, 0.09, 0.09, 0.08, 0.12, 0.06, 0.11, -0.04, 0.15]
}



5.
{
  "formula": "C40H110N10O10",
  "method": "ωB97M-V/def2-TZVPD",
  "smiles": "COC[C@H](C)N.COC[C@H](C)N.COC[C@H](C)N.COC[C@H](C)N.COC[C@H](C)N.COC[C@H](C)N.COC[C@H](C)N.COC[C@H](C)N.COC[C@H](C)N.COC[C@H](C)N",
  "homo_lumo_gap_ev": 8.931,
  "mol_weight_g_mol": 891.380,
  "charge": 0,
  "e_homo_ev": -8.763,
  "elements": ["O", "O", "O", "O", "O", "O", "O", "O", "O", "O", "N", "N", "N", "N", "N", "N", "N", "N", "N", "N", "C", "C", "C", "C", "C", "C", "C", "C", "C", "C", "C", "C", "C", "C", "C", "C", "C", "C", "C", "C", "C", "C", "C", "C", "C", "C", "C", "C", "C", "C", "C", "C", "C", "C", "C", "C", "C", "C", "C", "C", "H", "H", "H", "H", "H", "H", "H", "H", "H", "H", "H", "H", "H", "H", "H", "H", "H", "H", "H", "H", "H", "H", "H", "H", "H", "H", "H", "H", "H", "H", "H", "H", "H", "H", "H", "H", "H", "H", "H", "H", "H", "H", "H", "H", "H", "H", "H", "H", "H", "H", "H", "H", "H", "H", "H", "H", "H", "H", "H", "H", "H", "H", "H", "H", "H", "H", "H", "H", "H", "H", "H", "H", "H", "H", "H", "H", "H", "H", "H", "H", "H", "H", "H", "H", "H", "H", "H", "H", "H", "H", "H", "H", "H", "H", "H", "H", "H", "H", "H", "H", "H", "H", "H", "H", "H", "H", "H", "H", "H", "H"],
  "positions_angstrom": [[-4.51813, 0.62409, -7.58130], [7.61879, -0.69558, -3.74127], [1.93180, -3.15920, -6.23653], [2.10369, -6.84858, 11.13230], [-1.03072, -0.34126, 7.47695], [-8.31324, 4.79745, 2.58337], [1.74990, -2.81034, 0.48937], [-1.04298, 9.42730, -0.36179], [4.94436, 4.98520, 5.55432], [-2.65963, -7.98809, -2.36825], [-1.67133, 8.42952, -3.83253], [4.06266, -4.71430, -7.73134], [-3.26871, 2.56069, 8.32887], [-6.07657, 6.63804, 1.42052], [4.81870, 4.34230, 1.89967], [-2.46223, -11.69623, -2.83033], [0.63156, -5.97669, 8.70860], [1.58507, -0.30938, -0.99245], [5.67538, -0.10801, -6.90671], [-4.07305, 4.21935, -7.84599], [-1.22277, -10.35364, -1.19129], [-4.55626, 1.92513, -8.21322], [-0.95577, 9.58901, -1.75284], [1.87420, -6.65936, 8.74393], [3.07680, 5.19171, 3.24993], [5.08904, 4.16992, 4.34194], [1.64492, -4.32910, -7.09179], [1.15281, -2.04400, -6.52997], [-9.64607, 4.47376, 2.40378], [0.46514, -0.83243, -0.25925], [-2.18241, 0.36232, 7.90061], [5.14796, 4.38972, 6.85482], [-6.03986, 5.19627, 1.43734], [-0.78823, -0.16460, -0.84117], [2.85515, -5.25465, -7.04437], [2.62604, -6.38912, 7.42518], [3.29709, -5.70646, -5.66727], [6.70215, 0.17067, -5.90884], [-0.10783, 7.22166, -2.49963], [-0.61277, -0.12206, 6.19523], [-2.56231, -9.20382, -3.09979], [-4.07634, 2.96779, -7.15972], [-0.91978, 2.30606, 8.88317], [-3.09462, -6.84175, -3.14180], [7.24523, -1.10668, -2.44671], [4.60212, 5.02837, 3.17148], [-1.26129, 10.71020, 0.29617], [-7.45576, 4.48387, 1.48315], [2.73235, -6.25956, 9.94191], [-4.75996, -0.54836, -8.35738], [6.55924, -0.77132, -4.71598], [2.78496, -6.73559, 12.38248], [-2.45352, -10.41631, -2.14679], [-1.27360, 8.23234, -2.43116], [2.02424, -4.15490, 0.36145], [-5.07380, 3.07593, -5.97393], [0.55308, -2.38170, -0.20540], [6.47085, 1.61615, -5.46986], [-2.04817, 1.89007, 7.93685], [-5.20762, 4.84340, 2.70614], [3.16463, -5.71942, 12.48904], [3.64071, -7.40769, 12.44636], [-3.56945, 4.87339, -7.26400], [7.09460, 2.29280, -6.05395], [0.48914, -2.83156, -1.19617], [7.04300, -2.17775, -2.44550], [-6.56810, 6.97352, 2.23657], [-3.19337, -11.81494, -3.51693], [2.29826, -1.01600, -0.88218], [-0.35023, -10.10654, -1.79602], [0.14501, -2.20663, -6.14788], [-2.14899, 11.22480, -0.07161], [4.76291, 0.08961, -6.52141], [6.16665, 4.08503, 7.09470], [-10.08368, 5.14629, 1.66600], [-1.44437, -0.29899, 5.51315], [3.07456, -4.93916, -4.92576], [-2.44696, -0.02387, 8.88497], [4.19811, 3.54553, 1.88904], [-7.99958, 4.88289, 0.62690], [-3.38747, 4.03216, -8.56365], [0.28258, 6.92678, -1.52560], [5.19294, 5.94286, 3.22374], [-4.94444, 3.78885, 2.78842], [-4.18288, -6.88540, -3.09856], [2.35467, -4.36300, -0.65620], [4.92540, -5.23650, -7.78686], [-3.01817, 3.53785, 8.27909], [-1.65176, 10.35308, -2.09910], [6.35838, -0.53379, -2.17579], [-3.37219, -9.33752, -3.81695], [2.70563, 5.97876, 2.59351], [2.49615, 4.29454, 3.03538], [-5.48956, 4.89156, 0.54717], [6.85882, 1.82295, -4.47247], [3.54834, -6.96999, 7.41871], [-7.42729, 3.42950, 1.20822], [2.16348, -7.00760, 13.23563], [-4.33493, 5.48318, 2.83726], [-1.74245, 2.32979, 6.98750], [-0.45531, 6.26634, -2.89299], [2.61320, -6.12299, -7.65721], [-6.05273, 3.42651, -6.30087], [3.68129, -6.73344, 9.69083], [-1.64297, -9.14892, -3.68282], [0.55772, -0.39698, 0.73569], [0.02363, 1.99658, 8.43341], [1.18584, -4.80913, 0.60055], [-0.88138, -0.29631, -1.91917], [1.35783, -0.50576, -1.95676], [2.90937, -4.43407, 0.93305], [-1.37070, 10.39417, 1.33360], [-4.71787, 3.80237, -5.24338], [4.95993, 5.08440, 7.67346], [-2.49817, 8.99304, -3.96999], [0.76515, 7.56074, -3.05734], [-0.82098, 8.90493, -4.09896], [0.78733, -4.85840, -6.67650], [-2.95221, -0.04981, 7.24817], [-3.97753, -0.91477, -9.02194], [8.01026, -0.95338, -1.68557], [0.06707, 9.87762, -1.99495], [-10.28728, 4.57100, 3.27985], [-1.61076, -11.95816, -3.30623], [-5.19772, 2.07644, -5.55709], [-0.36639, 11.33230, 0.28033], [4.53292, 3.49707, 6.96882], [-1.17256, -11.36372, -0.78471], [-5.72597, 5.10797, 3.62778], [2.79347, 5.31167, 4.29561], [2.68176, -6.55686, -5.37350], [1.60016, -7.71292, 8.79890], [2.80551, -5.18234, 10.09151], [-3.85749, 1.77271, -9.03577], [5.88216, 0.67691, -7.50775], [2.00400, -6.41817, 6.53058], [6.12568, 3.91027, 4.12735], [-0.29704, -2.74414, 0.37254], [-1.37351, -9.58437, -0.43393], [-3.40169, 2.55723, 9.33007], [0.12160, -6.28732, 9.52318], [7.69616, 0.08233, -6.34728], [4.53412, 3.24893, 4.52064], [2.95679, -5.35130, 7.38476], [0.08069, -0.93552, 5.98193], [-1.62188, -0.62115, -0.30762], [-9.72134, 3.41117, 2.17284], [5.55317, -0.77525, -4.29657], [-2.83464, -5.93890, -2.58920], [5.41133, 1.87197, -5.47905], [-5.12358, 6.97165, 1.39622], [-0.84697, 0.90258, -0.62725], [-4.94295, -1.38477, -7.68282], [0.76207, -4.97799, 8.78377], [1.09160, -1.69043, -7.55921], [6.60738, -1.78415, -5.11592], [-5.53941, 2.23489, -8.56757], [-3.07771, 2.76603, -6.77226], [-0.05201, 0.79811, 6.03107], [-2.83122, -6.76425, -4.19665], [4.24576, -3.83567, -7.26811], [-0.99456, 3.37464, 9.08478], [-5.59265, -0.34549, -9.03086], [4.47645, 4.94952, 1.16874], [-3.30469, -10.47856, -1.46877], [4.29744, -6.08291, -5.45350], [1.60736, -1.20585, -6.00176], [-1.04098, 1.72146, 9.79513], [1.30780, -4.05731, -8.09208], [-2.12708, 7.81260, -1.89871]],
  "lowdin_charge": [-0.22, -0.19, -0.20, -0.21, -0.19, -0.19, -0.19, -0.19, -0.21, -0.20, 0.02, 0.02, 0.03, 0.02, 0.02, 0.02, 0.03, 0.03, 0.03, 0.02, -0.05, -0.16, -0.23, -0.47, -0.07, -0.17, -0.15, -0.14, -0.14, -0.45, -0.19, -0.10, -0.39, -0.06, -0.42, -0.06, -0.08, -0.43, -0.07, -0.15, -0.21, -0.45, -0.06, -0.09, -0.12, -0.42, -0.08, -0.17, -0.17, -0.11, -0.20, -0.11, -0.43, -0.42, -0.14, -0.05, -0.16, -0.07, -0.45, -0.08, 0.08, 0.08, 0.08, 0.07, 0.12, 0.08, 0.07, 0.07, 0.06, 0.07, 0.08, 0.08, 0.06, 0.07, 0.09, 0.09, 0.07, 0.13, 0.06, 0.11, 0.07, 0.07, 0.14, 0.07, 0.08, 0.08, 0.06, 0.06, 0.11, 0.08, 0.11, 0.08, 0.07, 0.13, 0.07, 0.07, 0.12, 0.08, 0.06, 0.13, 0.07, 0.13, 0.08, 0.12, 0.12, 0.13, 0.07, 0.09, 0.07, 0.06, 0.09, 0.08, 0.07, 0.08, 0.07, 0.07, 0.06, 0.12, 0.12, 0.07, 0.09, 0.12, 0.09, 0.07, 0.07, 0.08, 0.08, 0.07, 0.07, 0.07, 0.07, 0.14, 0.13, 0.12, 0.07, 0.08, 0.12, 0.12, 0.07, 0.07, 0.07, 0.14, 0.12, 0.07, 0.09, 0.07, 0.09, 0.12, 0.08, 0.08, 0.07, 0.08, 0.08, 0.08, 0.09, 0.12, 0.13, 0.13, 0.09, 0.08, 0.06, 0.08, 0.08, 0.07, 0.13, 0.08, 0.08, 0.08, 0.12, 0.13]
}



6.
{
  "formula": "C4H9N2O2",
  "method": "ωB97M-V/def2-TZVPD",
  "homo_lumo_gap_ev": [9.625, 6.061],
  "mol_weight_g_mol": 117.128,
  "charge": 0,
  "spin_multiplicity": 2,
  "e_homo_ev": [-8.940, -8.909],
  "s_squared": 0.7732,
  "elements": ["O", "O", "N", "N", "C", "C", "C", "C", "H", "H", "H", "H", "H", "H", "H", "H", "H"],
  "positions_angstrom": [[0.02112, 0.52964, -2.27302], [-4.41537, -2.29160, 0.90549], [2.31345, 1.05196, -1.34768], [-0.82477, -0.17417, -0.28389], [1.69196, 0.58615, 0.91338], [-3.69457, -1.46815, 1.30294], [1.58076, 0.02991, -0.46348], [0.14556, 0.00438, -1.17898], [1.62892, -0.20945, 1.81780], [-3.85961, -0.34915, 0.90484], [-2.97795, -1.64947, 2.07722], [2.75939, 0.82939, 0.94618], [-1.77514, -0.16768, -0.63514], [1.98956, 0.89836, -2.31495], [2.51233, 1.93816, -0.99177], [1.90221, -0.91573, -0.47097], [1.00216, 1.35746, 1.09203]],
  "lowdin_charge": [0.11, 0.02, 0.03, 0.26, -0.10, -0.20, -0.32, -0.48, 0.13, 0.11, 0.07, 0.08, 0.06, 0.07, 0.04, 0.08, 0.05]
}